1.
The following is a DFT calculation (ωB97M-V with the def2-TZVPD basis set) of C39H37ClF4N6O7S2Ti as an isolated structure in a non-equilibrium geometry.

Geometry as XYZ:
```
97
Properties=species:S:1:pos:R:3:forces:R:3:lowdin_charge:R:1
Ti -1.0141 1.5124 0.3324 -0.655 -0.274 -0.857 1.02
C -2.3162 4.6207 -1.7122 0.013 0.065 0.001 -0.11
N -1.1650 3.7882 -2.0342 0.046 0.499 -0.042 -0.27
C -1.1355 3.5320 -3.4638 -0.017 -0.046 0.131 -0.09
C 0.0680 4.4265 -1.5925 0.105 -0.107 0.367 -0.18
C 0.3725 4.0228 -0.1429 -0.157 0.707 -0.746 -0.16
N 0.5481 2.5766 -0.1108 -0.530 -0.182 0.615 -0.11
C 1.8480 2.1870 -0.0136 2.001 -0.507 -0.163 -0.19
C 2.4123 1.4107 -1.0425 -0.532 0.394 -0.105 -0.16
F 1.5918 1.1138 -2.0751 0.610 0.026 0.075 0.08
C 3.7337 1.0120 -1.0466 0.133 0.073 0.155 -0.22
F 4.2188 0.2854 -2.0716 -0.164 0.014 0.014 0.08
C 4.5797 1.3705 -0.0113 -0.431 0.198 0.008 0.08
C 4.0585 2.1375 1.0203 0.196 -0.181 -0.172 -0.20
F 4.8727 2.4758 2.0324 -0.240 0.052 -0.015 0.10
C 2.7312 2.5352 1.0319 -0.646 -0.045 0.004 -0.14
F 2.2370 3.2216 2.0776 0.318 -0.142 -0.289 0.11
H -2.2588 5.5977 -2.2205 -0.014 -0.001 -0.001 0.09
H -2.3830 4.7786 -0.6368 -0.043 0.039 -0.136 0.05
H -3.2227 4.1161 -2.0431 -0.078 0.003 0.048 0.08
H -1.0376 4.4570 -4.0558 0.007 -0.018 0.026 0.09
H -2.0598 3.0372 -3.7566 -0.061 -0.055 -0.088 0.08
H -0.3027 2.8723 -3.6953 0.059 -0.039 -0.088 0.07
H 0.0016 5.5252 -1.6626 0.083 -0.069 -0.087 0.13
H 0.8903 4.0831 -2.2254 -0.006 0.063 -0.025 0.12
H -0.4613 4.3475 0.4800 0.230 -0.050 -0.055 0.08
H 1.2782 4.5443 0.1961 -0.216 -0.128 0.063 0.13
H 5.6156 1.0808 -0.0163 0.140 -0.071 0.036 0.14
S -3.4105 2.0525 0.1419 0.076 0.065 0.255 0.82
C -3.1366 1.1345 -1.2420 -0.231 -0.202 -0.868 -1.05
N -1.9187 0.9682 -1.7152 -0.414 0.314 0.787 -0.04
C -1.9357 0.2973 -2.9192 -0.299 -0.479 -0.845 -0.31
C -0.8681 0.0723 -3.7855 -0.098 0.148 0.155 -0.03
C -1.0851 -0.5755 -4.9845 0.029 0.050 -0.028 -0.07
C -2.3469 -1.0261 -5.3517 -0.122 -0.056 0.003 -0.09
C -3.4287 -0.8116 -4.5180 0.046 0.058 -0.029 -0.09
C -3.2160 -0.1367 -3.3289 0.112 0.210 0.269 -0.46
S -4.4208 0.3761 -2.1756 0.521 0.196 0.103 1.06
H 0.1101 0.4267 -3.5259 0.210 0.046 0.063 0.10
H -0.2567 -0.7245 -5.6589 0.139 -0.034 -0.055 0.11
H -2.4912 -1.5213 -6.3001 0.004 -0.076 -0.056 0.10
H -4.4197 -1.1392 -4.7921 -0.102 -0.013 -0.060 0.11
C 4.7769 -3.9414 -0.7766 0.141 -0.145 -0.152 -0.07
O 3.9337 -3.0444 -0.0913 -0.320 0.228 0.286 -0.10
C 3.0781 -3.5524 0.8512 -0.038 0.067 0.024 -0.21
C 3.0696 -4.8627 1.2966 0.152 0.080 -0.121 -0.02
C 2.1286 -5.2750 2.2285 -0.111 -0.001 0.106 -0.09
C 1.1923 -4.3830 2.7084 -0.007 -0.113 0.022 -0.08
C 1.1927 -3.0679 2.2735 0.101 0.017 -0.114 0.00
C 2.1363 -2.6385 1.3565 0.053 -0.310 0.099 -0.15
N 2.1769 -1.3313 0.8448 0.174 0.323 -0.275 0.16
C 1.0850 -0.4807 0.9965 0.294 -0.452 0.132 -0.36
N 0.9550 0.0479 2.2288 -0.015 -0.073 0.209 0.19
C -0.3333 0.1106 2.8264 -0.265 -0.337 -0.008 -0.18
C -1.4434 0.3508 2.0263 0.177 -0.083 0.832 -0.16
C -2.6915 0.2114 2.6387 -0.193 -0.285 0.072 -0.16
C -2.8061 -0.0775 3.9871 0.094 -0.062 -0.324 -0.06
C -1.6799 -0.2723 4.7719 0.265 -0.038 0.174 -0.01
C -0.4232 -0.2114 4.1903 -0.047 0.057 -0.153 -0.21
O 0.7647 -0.4691 4.8337 -0.175 0.199 -0.562 -0.10
C 0.7181 -0.6729 6.2253 0.034 -0.067 0.271 -0.08
N 0.1898 -0.2420 0.0740 0.494 0.276 0.348 0.08
C -0.0041 -1.2095 -0.9435 -0.407 -0.675 -0.207 -0.17
C 0.9620 -1.6747 -1.8239 -0.111 0.064 0.025 -0.03
C 0.6732 -2.6734 -2.7412 0.078 -0.034 0.070 -0.07
C -0.5944 -3.2111 -2.7997 0.038 -0.024 0.056 -0.07
C -1.5747 -2.7706 -1.9275 -0.123 0.037 0.156 -0.01
C -1.2894 -1.7895 -0.9898 0.232 0.083 0.181 -0.22
O -2.1914 -1.3053 -0.0850 0.301 -0.428 -0.446 -0.13
C -3.3275 -2.1042 0.1863 -0.197 -0.147 0.071 -0.06
H 5.2655 -3.3550 -1.5549 -0.030 -0.099 0.070 0.10
H 4.1987 -4.7515 -1.2328 0.051 0.045 0.005 0.10
H 5.5374 -4.3658 -0.1132 -0.065 0.024 -0.018 0.10
H 3.7884 -5.5769 0.9283 0.096 -0.010 -0.098 0.11
H 2.1282 -6.2993 2.5659 0.011 -0.109 0.029 0.10
H 0.4406 -4.7027 3.4113 -0.077 -0.057 0.122 0.10
H 0.4415 -2.3880 2.6391 -0.143 0.115 0.065 0.11
H 2.6751 -1.3035 -0.0347 -0.209 0.148 0.050 0.10
H 1.7072 -0.1289 2.8869 0.026 0.018 -0.269 0.16
H -3.6015 0.3889 2.0803 0.133 0.046 0.044 0.06
H -3.7851 -0.1119 4.4434 -0.051 -0.039 0.035 0.11
H -1.7991 -0.4765 5.8234 0.067 -0.051 0.115 0.10
H 1.7511 -0.7907 6.5479 -0.077 -0.008 0.007 0.09
H 0.1527 -1.5749 6.4760 0.015 0.002 -0.006 0.10
H 0.2730 0.1836 6.7357 0.000 0.026 0.004 0.10
H 1.9499 -1.2475 -1.8456 0.098 0.118 0.041 0.10
H 1.4496 -3.0228 -3.4028 0.082 -0.007 -0.124 0.11
H -0.8293 -3.9745 -3.5240 -0.051 -0.093 -0.090 0.11
H -2.5674 -3.1831 -1.9922 -0.128 -0.073 0.045 0.11
H -3.8390 -1.6210 1.0165 0.031 -0.055 -0.046 0.09
H -3.0234 -3.1148 0.4775 -0.029 0.056 -0.013 0.11
H -4.0060 -2.1556 -0.6705 0.063 0.032 0.043 0.07
O -1.4519 4.1921 3.7004 0.737 0.248 0.752 -0.25
Cl -1.9993 3.6252 2.5392 -0.941 1.273 0.699 0.66
O -2.2999 4.6138 1.5688 -0.262 0.785 -0.485 -0.33
O -3.1365 2.8533 2.8357 -0.962 -0.505 0.286 -0.33
O -0.9726 2.7625 1.9415 0.974 -0.429 -0.402 -0.46
```
Positions in Å, forces in eV/Å.

HOMO-LUMO gap   7.772 eV
ΔE to the lowest compared entry with this formula, charge and spin   1.096 eV
E_LUMO   -0.0073 Ha


2.
The following is a DFT calculation (ωB97M-V with the def2-TZVPD basis set) of C39H37N4O3PTi as an isolated structure in a non-equilibrium geometry.

Geometry as XYZ:
```
85
Properties=species:S:1:pos:R:3:forces:R:3:lowdin_charge:R:1
Ti 0.3666 -0.8081 1.3090 -0.447 0.767 -0.354 1.03
O 0.6565 0.9283 2.2467 0.368 -0.380 -0.780 -0.16
C 0.2000 1.4938 3.3137 -0.262 0.281 0.184 -0.36
C 0.3899 2.8722 3.5539 0.053 0.357 0.209 -0.02
C -0.1726 3.5087 4.6438 -0.091 0.076 -0.748 -0.09
C -0.9348 2.8088 5.5705 -0.548 0.311 0.415 -0.11
C -1.0824 1.4695 5.3727 0.606 -1.187 -0.284 -0.05
C -0.5225 0.7670 4.2821 0.131 1.239 0.481 -0.13
C -0.5006 -0.6625 4.2795 -0.599 0.260 0.939 -0.09
N -0.2013 -1.3844 3.2942 0.620 -0.894 -0.506 -0.05
C -0.1178 -2.8328 3.4608 0.111 -0.072 -0.001 -0.18
C -0.7996 -3.3961 2.2254 -0.592 -1.214 -1.031 -0.25
N -0.2739 -2.7386 1.0001 1.202 -0.455 -0.048 -0.20
C 0.6403 -3.5444 0.2131 -0.264 0.865 0.760 -0.10
C 2.0479 -3.3067 0.0074 0.344 -1.006 0.106 -0.18
C 2.8602 -4.2167 -0.7663 -0.803 0.401 0.009 -0.07
C 4.2479 -4.2087 -0.7957 -0.669 1.120 1.020 -0.12
C 4.9339 -3.3195 0.0737 -1.192 -1.224 -0.309 -0.09
C 4.1581 -2.5567 0.9324 1.894 0.406 -0.572 -0.05
C 2.8075 -2.3766 0.7812 -1.039 -0.010 0.008 -0.40
O 2.2494 -1.3836 1.4148 -0.669 0.325 0.446 -0.18
H 0.9832 3.4716 2.8723 -0.059 -0.240 -0.198 0.11
H -0.0954 4.5834 4.6775 0.209 0.185 0.310 0.10
H -1.4380 3.2756 6.4229 0.361 0.003 -0.370 0.10
H -1.5602 0.8623 6.1102 -0.501 -0.223 0.470 0.10
H -0.7264 -1.1352 5.2359 -0.162 -0.120 0.110 0.13
H -0.5758 -3.1744 4.4125 0.159 0.161 -0.392 0.12
H 0.9523 -3.0822 3.4540 -0.219 -0.134 -0.021 0.13
H -1.8887 -3.2521 2.3248 0.095 0.481 0.068 0.09
H -0.7835 -4.5136 2.1461 0.642 0.712 0.156 0.12
H 0.2613 -4.5112 -0.1040 -0.054 -0.020 -0.169 0.09
H 2.3004 -4.9228 -1.3721 0.171 -0.148 -0.030 0.10
H 4.7560 -4.9306 -1.3809 0.505 -0.428 -0.602 0.07
H 6.0072 -3.3134 0.1214 0.254 -0.022 0.124 0.09
H 4.6524 -1.9494 1.6699 0.040 0.368 0.140 0.11
O 0.5339 -0.2261 -0.7767 0.187 -1.068 0.856 -0.38
P 0.4291 0.6145 -1.9985 -0.200 0.835 0.425 0.84
C -1.2588 0.5511 -2.6415 -0.283 -1.173 0.414 -0.23
C -1.6841 1.2932 -3.7289 1.123 0.980 -0.276 -0.12
C -2.9469 1.1611 -4.2529 -0.326 -0.209 -0.112 -0.08
C -3.7903 0.1907 -3.7141 -0.152 0.469 -0.041 -0.07
C -3.3922 -0.6031 -2.6339 0.247 0.314 -0.509 -0.06
C -2.1312 -0.4253 -2.0770 0.249 0.888 -0.646 -0.04
C 0.8610 2.2863 -1.4417 0.323 0.441 -0.471 -0.25
C 1.8918 2.3209 -0.4829 -0.255 1.521 -0.059 -0.05
C 2.4057 3.5711 -0.0748 -1.056 -0.844 -0.482 -0.05
C 1.9246 4.7440 -0.6576 0.696 -0.164 0.304 -0.09
C 0.9269 4.7163 -1.6071 -0.576 -0.802 -0.419 -0.08
C 0.3586 3.4809 -1.9777 0.724 0.377 0.366 -0.07
C 1.6390 0.0876 -3.2338 -0.285 -0.156 -0.281 -0.24
C 2.5986 -0.8398 -2.7738 -1.322 0.403 0.542 -0.05
C 3.5064 -1.3772 -3.6425 0.124 0.336 -0.646 -0.06
C 3.4846 -0.9992 -4.9852 0.531 -0.070 -0.287 -0.08
C 2.5794 -0.0742 -5.4524 -1.740 0.917 0.311 -0.08
C 1.6026 0.4772 -4.5750 1.014 -0.166 -0.310 -0.06
H -0.9956 2.0339 -4.1783 -0.497 -0.506 0.254 0.10
H -3.2229 1.8099 -5.0902 -0.181 -0.410 0.342 0.11
H -4.7899 0.1315 -4.1242 -0.043 -0.333 0.037 0.10
H -4.0491 -1.3844 -2.2719 -0.022 0.128 0.142 0.10
H -1.8441 -0.9911 -1.2064 0.315 -0.125 -0.102 0.08
H 2.2315 1.4169 -0.0188 0.221 -0.320 0.111 0.10
H 3.1105 3.6261 0.7342 0.347 -0.070 0.049 0.10
H 2.3972 5.6760 -0.3733 -0.179 0.100 0.008 0.10
H 0.5937 5.6306 -2.0895 -0.063 -0.114 0.165 0.10
H -0.4548 3.4825 -2.6854 -0.061 -0.095 -0.110 0.08
H 2.4916 -1.1669 -1.7369 0.428 0.022 -0.266 0.10
H 4.2412 -2.0624 -3.2890 0.335 -0.511 0.209 0.10
H 4.2107 -1.4144 -5.6840 -0.140 0.004 0.220 0.11
H 2.4992 0.2413 -6.4976 0.418 -0.298 0.331 0.11
H 0.9003 1.2319 -4.9679 0.347 -0.593 0.328 0.10
C -5.2423 -1.2378 0.7391 -0.149 0.172 1.428 -0.02
C -4.0353 -0.3828 0.9151 1.511 0.276 -0.797 -0.27
C -3.7949 0.9799 0.8159 -1.007 -0.765 0.322 0.01
C -2.4178 1.1991 0.9467 -0.707 -1.115 -0.519 -0.31
N -1.8212 0.0144 1.0565 0.684 0.241 0.385 0.02
N -2.7931 -0.9097 1.0663 -0.446 -0.148 -0.152 0.04
C -1.7960 2.5333 0.9400 0.564 0.385 -0.415 -0.01
H -5.9127 -0.8288 -0.0003 -0.264 0.171 -0.073 0.08
H -5.7373 -1.3208 1.7254 -0.195 0.205 -0.534 0.09
H -5.0257 -2.2627 0.4858 0.429 -0.299 -0.346 0.07
H -4.5725 1.6900 0.6881 -0.322 0.671 -0.074 0.11
H -2.4991 -1.8705 0.9567 0.089 -0.088 0.115 0.12
H -2.1926 3.1552 0.1153 0.233 -0.412 0.247 0.10
H -0.6987 2.5049 0.8991 -0.419 0.000 0.017 0.07
H -2.1164 3.0039 1.8542 0.155 0.461 0.463 0.08
```
Positions in Å, forces in eV/Å.

HOMO-LUMO gap (spin up / spin down)   5.422 / 7.481 eV
2S+1   3
ΔE to the lowest compared entry with this formula, charge and spin   0.000 eV
E_LUMO (spin up / spin down)   0.0139 / 0.0139 Ha


E_tot for every record listed, in sequence, given in Eh: -4868.8407; -3144.0376.